An isolated molecule of C22H26N2O4. Source: OMol25; level of theory: ωB97M-V/def2-TZVPD.

CARTESIAN COORDINATES (ANGSTROEM)
C -0.587 -2.677 3.844
H -1.000 -3.521 3.284
O 0.778 -2.485 3.558
C 1.127 -2.126 2.291
C 0.248 -1.995 1.229
C 0.671 -1.574 -0.035
C 2.034 -1.274 -0.221
C 2.919 -1.449 0.837
C 2.478 -1.868 2.075
H 3.171 -1.987 2.892
H 3.970 -1.244 0.711
O 2.425 -0.784 -1.442
C 3.798 -0.598 -1.691
H 3.868 -0.285 -2.732
H 4.361 -1.525 -1.558
H 4.224 0.184 -1.053
C -0.363 -1.388 -1.036
C -0.252 -0.862 -2.260
C -1.471 -0.526 -3.034
O -2.404 -1.297 -3.171
N -1.484 0.731 -3.573
C -2.703 1.202 -4.196
H -3.159 1.988 -3.591
H -3.387 0.360 -4.274
H -2.484 1.591 -5.192
C -0.533 1.769 -3.217
H -0.679 2.602 -3.908
C -0.854 2.244 -1.787
O -1.734 3.048 -1.570
N -0.106 1.628 -0.842
C -0.336 1.501 0.544
C 0.790 1.508 1.364
C 0.697 1.304 2.728
C -0.566 1.101 3.273
C -1.682 1.080 2.462
C -1.601 1.260 1.085
C -2.835 1.147 0.250
H -2.672 0.486 -0.600
H -3.116 2.122 -0.148
H -3.660 0.760 0.843
H -2.653 0.900 2.902
H -0.668 0.945 4.338
C 1.911 1.294 3.604
H 1.963 0.359 4.160
H 2.818 1.400 3.015
H 1.865 2.110 4.325
H 1.759 1.669 0.913
H 0.729 1.150 -1.154
H 0.493 1.408 -3.304
H 0.701 -0.631 -2.702
H -1.363 -1.629 -0.694
H -0.802 -2.200 1.359
H -1.167 -1.774 3.628
H -0.636 -2.895 4.909

* LUMO energy: 0.328 eV
* SMILES: COc1ccc(OC)c(/C=C/C(=O)N(C)CC(=O)Nc2cc(C)ccc2C)c1
* Kohn-Sham gap: 8.3 eV
* charge: 0
* max |F|: 0.652 eV/A
* electronic energy: -34406.061 eV
* energy relative to the best compared isomer or geometry (same formula, charge and spin): 261.3 kJ/mol

Results of the natural (NBO) charge analysis, in e, for atoms 1 through 2: number 1, C, carries -0.2543; number 2, H, carries 0.1757

An isolated molecule of C22H26N4O2. Source: OMol25; level of theory: ωB97M-V/def2-TZVPD.

CARTESIAN COORDINATES (ANGSTROEM)
N -0.164 -1.313 -3.427
C 0.074 -1.530 -2.329
C 0.424 -1.829 -0.963
C 1.750 -1.197 -0.566
N 2.770 -1.993 -0.686
C 3.975 -1.606 -0.211
C 5.104 -2.427 -0.366
C 6.290 -2.053 0.206
C 6.385 -0.865 0.949
C 5.300 -0.047 1.112
C 4.072 -0.394 0.518
N 3.014 0.431 0.615
C 1.875 0.102 0.036
N 0.826 0.972 0.169
C 0.997 2.057 1.121
H 1.571 1.676 1.965
C 1.698 3.262 0.496
C 0.915 3.734 -0.727
C 0.721 2.569 -1.692
C 0.046 1.394 -0.977
H -0.091 0.576 -1.680
H -0.939 1.704 -0.612
H 0.109 2.869 -2.543
H 1.692 2.240 -2.071
H 1.444 4.549 -1.224
H -0.062 4.110 -0.412
H 2.705 2.963 0.202
H 1.777 4.062 1.233
H -0.003 2.341 1.463
H 5.360 0.875 1.670
H 7.333 -0.598 1.393
H 7.166 -2.675 0.093
H 5.005 -3.338 -0.936
C -0.679 -1.484 0.044
O -0.527 -1.565 1.232
O -1.796 -1.129 -0.570
C -2.933 -0.801 0.249
C -3.663 -2.074 0.673
C -4.916 -1.718 1.467
C -5.834 -0.816 0.646
C -5.096 0.450 0.225
C -3.844 0.100 -0.575
H -4.117 -0.430 -1.489
H -3.306 1.005 -0.862
H -4.811 1.017 1.114
H -5.749 1.081 -0.381
H -6.170 -1.353 -0.243
H -6.716 -0.553 1.233
H -5.441 -2.632 1.746
H -4.627 -1.203 2.386
H -3.935 -2.635 -0.224
H -2.995 -2.691 1.276
H -2.566 -0.276 1.141
H 0.585 -2.915 -0.906

* LUMO energy: -0.066 eV
* SMILES: N#C[C@H](C(=O)OC1CCCCC1)c1nc2ccccc2nc1N1CCCCC1
* Kohn-Sham gap: 8.1 eV
* charge: 0
* max |F|: 0.922 eV/A
* electronic energy: -33292.395 eV
* energy relative to the best compared isomer or geometry (same formula, charge and spin): 68.5 kJ/mol

Results of the natural (NBO) charge analysis, in e, for atoms 1 through 2: number 1, N, carries -0.3023; number 2, C, carries 0.2941

An isolated molecule of C22H26N4O4S. Source: OMol25; level of theory: ωB97M-V/def2-TZVPD.

CARTESIAN COORDINATES (ANGSTROEM)
C -5.678 0.915 -1.790
C -5.154 -0.414 -1.255
O -4.171 -0.244 -0.251
C -2.909 0.089 -0.584
C -2.419 0.220 -1.869
C -1.080 0.549 -2.082
C -0.229 0.769 -1.002
C -0.722 0.630 0.301
C -2.036 0.289 0.527
O -2.619 0.102 1.737
C -1.836 0.181 2.911
C -1.585 1.615 3.367
H -1.000 2.165 2.635
H -1.047 1.605 4.311
H -2.533 2.128 3.506
H -2.430 -0.344 3.665
H -0.892 -0.359 2.779
H -0.028 0.792 1.109
C 1.172 1.094 -1.233
O 1.976 1.314 -0.344
N 1.568 1.147 -2.564
C 0.732 0.930 -3.620
N -0.573 0.676 -3.349
H -1.159 0.490 -4.152
S 1.205 1.011 -5.198
C 2.985 1.313 -2.843
H 3.076 1.930 -3.739
C 3.680 -0.032 -3.072
H 3.072 -0.634 -3.749
H 4.639 0.163 -3.555
C 3.923 -0.813 -1.782
C 2.649 -1.386 -1.176
O 1.611 -1.543 -1.788
N 2.790 -1.743 0.118
H 3.672 -1.594 0.583
C 1.705 -2.253 0.921
C 1.628 -1.585 2.267
N 1.200 -2.347 3.266
C 1.107 -1.817 4.473
C 1.444 -0.503 4.758
C 1.895 0.294 3.716
C 1.989 -0.252 2.446
H 2.317 0.343 1.607
H 2.166 1.325 3.887
H 1.359 -0.117 5.761
H 0.749 -2.485 5.245
H 0.784 -2.073 0.354
H 1.801 -3.335 1.075
H 4.410 -0.171 -1.045
H 4.587 -1.657 -1.993
H 3.422 1.833 -1.988
H -3.049 0.058 -2.729
H -5.961 -0.952 -0.751
H -4.773 -1.044 -2.067
H -6.081 1.506 -0.972
H -4.885 1.487 -2.267
H -6.466 0.732 -2.515

* LUMO energy: 0.595 eV
* SMILES: CCOc1cc2[nH]c(=S)n(CCCC(=O)NCc3ccccn3)c(=O)c2cc1OCC
* Kohn-Sham gap: 8.3 eV
* charge: 0
* max |F|: 0.967 eV/A
* electronic energy: -48223.561 eV
* energy relative to the best compared isomer or geometry (same formula, charge and spin): 87.9 kJ/mol

Results of the natural (NBO) charge analysis, in e, for atoms 1 through 2: number 1, C, carries -0.6381; number 2, C, carries -0.0632